Formula: C19H18F2O5
Source: the Open Molecules 2025 dataset
Level of theory: the ωB97M-V functional and the def2-TZVPD basis

XYZ file:
```
44
Properties=species:S:1:pos:R:3:forces:R:3:nbo_charge:R:1
C 3.1130 2.3941 -1.7439 -0.968 -0.137 0.805 -0.26
O 1.9399 2.2030 -0.8782 -0.068 1.694 -2.159 -0.52
C 1.8088 1.1688 -0.0554 1.379 -1.181 1.785 -0.04
C 1.8986 1.4998 1.3953 0.371 -1.059 -0.607 0.71
O 1.9023 0.6700 2.3008 -0.211 0.571 -0.330 -0.65
O 2.0002 2.8287 1.6362 -0.074 0.020 0.277 -0.51
C 2.0714 3.1674 3.0359 -0.158 -0.206 -0.205 -0.26
C 2.3174 -0.1475 -0.5107 0.189 1.179 1.164 0.69
O 2.8622 -0.9779 0.1962 -0.686 -0.239 -0.637 -0.61
O 2.1496 -0.3007 -1.8575 -0.129 -0.582 0.195 -0.54
C 2.4217 -1.6397 -2.2912 0.041 -0.116 0.036 -0.26
H 2.8058 3.2464 -2.3496 0.272 -0.137 -0.094 0.19
H 3.9895 2.6627 -1.1394 -0.170 -0.182 -0.063 0.18
H 3.2842 1.4998 -2.3553 0.068 0.409 0.160 0.19
H 1.8964 4.2463 3.0894 0.087 -0.272 -0.016 0.19
H 1.2911 2.6130 3.5749 0.313 0.259 -0.007 0.20
H 3.0600 2.9083 3.4482 -0.392 0.077 -0.152 0.19
H 2.2827 -1.6437 -3.3710 -0.003 0.004 0.083 0.19
H 3.4427 -1.9462 -2.0301 -0.307 0.104 -0.067 0.20
H 1.7060 -2.3150 -1.8050 0.258 0.003 -0.199 0.19
F -3.7802 -2.3332 3.4734 0.885 0.383 -0.310 -0.33
C -2.5482 -1.9604 2.9885 -0.754 -0.117 -0.109 0.37
C -1.4292 -2.2102 3.7804 0.448 0.415 -0.580 -0.21
C -0.1775 -1.8557 3.2539 -0.403 -0.307 0.522 -0.20
C -0.0619 -1.3345 1.9812 -0.078 0.425 -0.828 -0.09
C -1.2175 -1.0422 1.1898 -0.134 -0.217 0.934 -0.14
C -1.0282 -0.4644 -0.0913 0.337 -0.659 -0.043 0.00
C -1.9112 -0.4119 -1.2004 -0.752 0.167 -0.933 -0.04
C -1.4957 0.3258 -2.3538 0.058 -0.185 0.635 -0.16
C -2.3431 0.5049 -3.4325 -0.420 -0.138 -0.177 -0.21
C -3.6412 -0.0354 -3.4329 0.538 0.023 0.426 -0.23
C -4.0104 -0.8126 -2.3358 -0.552 -0.269 0.056 0.39
F -5.2810 -1.3399 -2.3148 1.112 0.266 -0.078 -0.33
C -3.1733 -1.0738 -1.2643 0.105 0.422 -0.242 -0.26
C -2.4902 -1.3503 1.7488 0.196 -0.252 0.253 -0.23
H -1.5352 -2.6405 4.7714 -0.041 0.063 -0.176 0.24
H 0.7156 -1.9739 3.8626 -0.146 -0.107 -0.192 0.24
H 0.9241 -1.1471 1.5519 -0.319 0.027 0.320 0.28
H -0.0567 -0.0122 -0.2589 0.339 -0.243 -0.077 0.25
H -0.4845 0.7395 -2.3606 -0.326 0.023 0.049 0.24
H -2.0054 1.0757 -4.2957 -0.078 -0.118 0.212 0.23
H -4.3325 0.1204 -4.2582 0.144 -0.057 0.219 0.24
H -3.4750 -1.7909 -0.5090 -0.088 0.226 -0.237 0.24
H -3.4050 -1.1150 1.2167 0.117 0.020 0.390 0.23
```
Positions in Å, forces in eV/Å.

Calculated values
multiplicity = 1
total energy = -35663.0785 eV
HOMO-LUMO gap = 3.61 eV
M = 364.3 g/mol